Entry from the Open Molecules 2025 dataset: a 8-piece molecular cluster, H16O8 overall (the ωB97M-V functional and the def2-TZVPD basis).

Cartesian coordinates (Å):
O 0.486 -0.261 0.458
H -0.247 0.269 0.144
H 1.255 0.294 0.332
O -0.981 -2.652 3.361
H -1.366 -1.998 3.944
H -0.241 -2.203 2.952
O 1.852 -3.614 -1.335
H 1.513 -2.960 -0.723
H 2.526 -4.080 -0.839
O -1.071 1.214 -3.196
H -1.603 0.975 -2.436
H -1.020 2.169 -3.162
O -3.057 1.559 0.037
H -3.135 2.418 0.452
H -3.951 1.218 0.023
O -3.830 -3.238 -0.084
H -3.322 -3.985 0.232
H -3.285 -2.476 0.112
O 2.804 4.214 1.492
H 3.078 3.451 0.984
H 3.207 4.959 1.045
O 3.340 1.564 -0.894
H 4.106 1.131 -1.271
H 2.941 2.030 -1.629

Calculated values
Total energy = -611.48977 Ha
Structure (SMILES) = O.O.O.O.O.O.O.O
HOMO energy = -11.3 eV
Molecular weight = 144.1 g/mol
Frontier orbital gap = 11.36 eV

***

Entry from the Open Molecules 2025 dataset: a 8-piece molecular cluster, H16O8 overall (the ωB97M-V functional and the def2-TZVPD basis).

Cartesian coordinates (Å):
O 3.243 0.349 5.609
H 2.591 0.699 6.216
H 2.845 -0.451 5.265
O -3.171 6.007 1.493
H -2.596 6.076 2.255
H -4.016 5.738 1.854
O 3.038 -2.095 1.711
H 3.415 -2.669 2.379
H 3.795 -1.686 1.292
O -1.145 2.424 -4.713
H -0.591 2.738 -3.997
H -1.374 3.213 -5.203
O -3.431 -0.021 -2.328
H -2.755 -0.297 -1.710
H -2.968 0.526 -2.962
O -1.215 -4.774 -0.059
H -0.362 -4.491 0.271
H -1.077 -5.679 -0.339
O 1.961 -3.218 -3.255
H 2.040 -2.603 -2.526
H 1.508 -2.723 -3.939
O -0.174 0.880 0.623
H -0.160 1.672 1.160
H 0.599 0.388 0.901

Calculated values
Total energy = -611.47603 Ha
Structure (SMILES) = O.O.O.O.O.O.O.O
HOMO energy = -10.9 eV
Molecular weight = 144.1 g/mol
Frontier orbital gap = 11.03 eV

***

Entry from the Open Molecules 2025 dataset: H16O8Xe as an isolated structure (the ωB97M-V functional and the def2-TZVPD basis).

Cartesian coordinates (Å):
Xe -0.322 -0.531 -0.268
O 1.426 2.203 1.482
H 1.594 3.124 1.683
H 0.579 2.204 1.037
O -0.982 3.086 0.033
H -1.888 3.124 -0.274
H -0.455 3.164 -0.763
O -3.024 -2.300 0.908
H -2.283 -2.758 1.304
H -3.357 -2.908 0.247
O 2.470 -2.345 2.115
H 2.450 -1.558 1.570
H 2.255 -2.033 2.994
O -0.481 0.979 -3.799
H -1.083 1.631 -3.439
H 0.342 1.453 -3.918
O -3.184 0.482 1.635
H -3.071 1.193 1.004
H -2.886 -0.300 1.171
O 3.143 0.187 1.287
H 3.833 0.581 1.820
H 2.506 0.890 1.160
O 0.522 -3.444 -3.082
H 1.006 -3.361 -2.261
H 0.888 -2.762 -3.646

Calculated values
Total energy = -940.85034 Ha
HOMO energy = -10.5 eV
Molecular weight = 275.4 g/mol
Frontier orbital gap = 10.19 eV

***

| no. | F_max (eV/Å) |
| --- | --- |
| 1 | 0.43 |
| 2 | 0.33 |
| 3 | 0.93 |